1.
52
Properties=species:S:1:pos:R:3 method="wB97M-V/def2-TZVPD" energy_ev=-58963.19213 homo_lumo_gap_ev=7.388 charge=+1 e_homo_ev=-11.4 multiplicity=1
Ti 0.178 -0.559 0.020
O 0.211 -2.291 0.379
C -0.931 -3.002 0.375
C -1.193 -3.910 1.398
C -2.334 -4.687 1.369
C -3.231 -4.602 0.304
C -2.979 -3.725 -0.724
C -1.851 -2.891 -0.701
C -1.618 -1.979 -1.788
N -0.767 -1.012 -1.664
N -0.424 -0.232 -2.741
C 0.538 0.574 -2.397
O 0.963 0.593 -1.135
C 1.248 1.340 -3.422
C 0.714 1.505 -4.700
C 1.459 2.142 -5.674
C 2.737 2.608 -5.389
C 3.266 2.456 -4.116
C 2.523 1.829 -3.132
H -0.479 -4.000 2.206
H -2.525 -5.382 2.176
H -4.111 -5.229 0.281
H -3.658 -3.650 -1.565
H -2.136 -2.117 -2.733
H -0.281 1.136 -4.910
H 1.047 2.272 -6.666
H 3.320 3.093 -6.161
H 4.259 2.822 -3.891
H 2.917 1.703 -2.133
N 1.718 -0.087 1.358
C 1.342 0.349 2.706
C 2.351 0.910 3.480
C 2.105 1.344 4.768
C 0.828 1.209 5.286
C -0.175 0.657 4.513
C 0.044 0.203 3.205
C -1.162 -0.264 2.450
C -2.182 -0.897 3.161
C -3.436 -1.081 2.599
C -3.703 -0.586 1.332
C -2.671 -0.050 0.579
C -1.375 0.090 1.094
H 2.303 0.632 0.941
H 2.301 -0.920 1.430
H 3.346 1.006 3.061
H 2.901 1.785 5.352
H 0.606 1.554 6.287
H -1.177 0.608 4.915
H -1.994 -1.250 4.167
H -4.210 -1.585 3.162
H -4.702 -0.653 0.920
H -2.882 0.282 -0.431


2.
57
Properties=species:S:1:pos:R:3 method="wB97M-V/def2-TZVPD" energy_ev=-208434.32850 homo_lumo_gap_ev="4.143 / 4.147" charge=+4 e_homo_ev="-18.7 / -18.7" multiplicity=1
Re 1.173 0.088 -0.082
S 3.754 4.253 0.793
Sb 4.352 2.700 -0.568
S 2.798 0.138 1.175
S 1.281 1.662 -1.440
S 5.477 1.493 -1.946
C -2.511 2.604 -0.824
N -2.055 2.909 0.532
C -1.380 2.118 1.367
Se -0.937 0.277 1.137
N -1.229 2.745 2.541
C -1.824 3.998 2.477
C -1.964 5.014 3.421
C -2.653 6.127 3.003
C -3.185 6.236 1.697
C -3.047 5.233 0.766
C -2.348 4.103 1.189
H -2.138 1.630 -1.126
H -2.148 3.369 -1.508
H -3.600 2.592 -0.844
H -0.811 2.335 3.364
H -1.572 4.930 4.425
H -2.803 6.945 3.695
H -3.726 7.133 1.428
H -3.471 5.321 -0.225
C -1.616 -6.384 0.025
C -1.117 -5.998 1.263
C -0.396 -4.819 1.381
C -0.164 -4.073 0.223
C -0.669 -4.430 -1.025
C -1.392 -5.610 -1.109
As 0.962 -2.548 0.501
C 2.847 -3.067 0.495
C 3.511 -3.709 1.508
C 4.857 -4.057 1.305
C 5.500 -3.754 0.114
C 4.816 -3.101 -0.905
C 3.477 -2.744 -0.728
C 2.636 -2.126 -1.727
C 2.904 -1.991 -3.090
C 1.889 -1.641 -3.958
C 0.560 -1.392 -3.522
C 0.259 -1.445 -2.196
C 1.314 -1.751 -1.237
H -2.189 -7.299 -0.058
H -1.292 -6.601 2.144
H -0.031 -4.512 2.353
H -0.488 -3.853 -1.920
H -1.771 -5.926 -2.072
H 3.028 -3.964 2.442
H 5.394 -4.571 2.092
H 6.532 -4.043 -0.029
H 5.318 -2.903 -1.844
H 3.875 -2.257 -3.487
H 2.100 -1.601 -5.021
H -0.214 -1.196 -4.253
H -0.764 -1.311 -1.857


3.
57
Properties=species:S:1:pos:R:3 method="wB97M-V/def2-TZVPD" energy_ev=-71294.13048 homo_lumo_gap_ev=7.076 e_homo_ev=-7.1 multiplicity=1
Au -2.324 -1.502 -0.158
F 3.699 -2.252 -5.306
C 2.989 -2.307 -4.172
C 3.611 -2.294 -2.944
F 4.939 -2.231 -2.892
C 2.879 -2.345 -1.777
F 3.551 -2.334 -0.619
C 1.468 -2.404 -1.735
O 0.811 -2.437 -0.605
C 0.889 -2.389 -3.029
F -0.442 -2.335 -3.143
C 1.616 -2.352 -4.201
F 0.986 -2.330 -5.377
C -3.080 -4.827 0.831
Te -1.269 -3.779 0.331
C -1.116 -4.919 -1.443
H -3.839 -4.632 0.076
H -3.432 -4.459 1.800
H -2.895 -5.905 0.900
H -1.244 -5.963 -1.142
H -0.115 -4.767 -1.860
H -1.876 -4.622 -2.160
S -3.040 0.741 -0.215
Sb -1.037 1.476 0.666
C -0.012 0.252 1.997
C 1.360 0.073 1.861
C 2.016 -0.757 2.760
C 1.303 -1.395 3.770
C -0.073 -1.205 3.899
C -0.743 -0.378 3.008
C -1.559 3.207 1.738
C -1.148 3.396 3.057
C -1.554 4.535 3.747
C -2.359 5.479 3.120
C -2.768 5.292 1.803
C -2.376 4.154 1.107
C 0.233 2.139 -0.858
C 0.654 1.225 -1.826
C 1.430 1.671 -2.889
C 1.770 3.017 -2.984
C 1.344 3.925 -2.019
C 0.571 3.492 -0.947
H 1.914 0.554 1.060
H 3.080 -0.924 2.650
H 1.820 -2.057 4.454
H -0.625 -1.709 4.687
H -1.817 -0.236 3.095
H -0.521 2.659 3.550
H -1.239 4.685 4.774
H -2.675 6.364 3.663
H -3.399 6.031 1.318
H -2.717 3.997 0.089
H 0.377 0.178 -1.758
H 1.763 0.965 -3.643
H 2.371 3.363 -3.819
H 1.611 4.973 -2.099
H 0.238 4.199 -0.194


4.
60
Properties=species:S:1:pos:R:3 method="wB97M-V/def2-TZVPD" energy_ev=-137226.48492 homo_lumo_gap_ev=8.725 charge=+1 e_homo_ev=-11.6 de_lowest_kcal_mol=1.8 multiplicity=1
Sc 0.340 0.416 0.477
O -0.123 1.153 4.665
C -0.155 1.218 3.462
N 0.820 0.907 2.536
C 2.105 0.703 3.010
O 2.506 0.763 4.145
C 3.090 0.440 1.894
C 4.417 0.181 2.188
C 5.297 -0.011 1.139
C 4.821 0.062 -0.163
C 3.475 0.292 -0.369
N 2.618 0.471 0.644
C -1.389 1.774 2.789
C -2.369 2.397 3.546
C -3.455 2.950 2.894
C -3.529 2.846 1.511
C -2.524 2.178 0.841
N -1.462 1.648 1.462
H 4.718 0.149 3.225
H 6.343 -0.212 1.329
H 5.479 -0.071 -1.010
H 3.054 0.320 -1.365
H -2.243 2.436 4.618
H -4.233 3.455 3.450
H -4.359 3.266 0.961
H -2.573 2.053 -0.233
C -0.287 4.235 -1.578
C -0.289 2.740 -1.654
O 0.393 2.049 -0.875
N -1.044 2.157 -2.585
C -1.054 0.708 -2.786
C -2.041 -0.027 -1.907
C -3.267 -0.417 -2.425
C -4.154 -1.124 -1.627
C -3.780 -1.430 -0.331
C -2.544 -0.999 0.116
N -1.691 -0.305 -0.642
H 0.343 4.548 -0.752
H -1.302 4.605 -1.422
H 0.089 4.664 -2.507
H -1.571 2.742 -3.213
H -0.050 0.326 -2.607
H -1.305 0.525 -3.829
H -3.514 -0.181 -3.451
H -5.112 -1.438 -2.018
H -4.424 -1.995 0.328
H -2.212 -1.222 1.123
Br 2.568 -5.482 -3.906
C 1.937 -4.964 -2.208
C 1.767 -5.923 -1.212
N 1.330 -5.630 0.004
C 1.042 -4.364 0.278
C 1.178 -3.341 -0.655
C 1.639 -3.646 -1.932
C 0.843 -1.948 -0.297
O 0.985 -1.007 -1.131
O 0.407 -1.670 0.866
H 1.997 -6.962 -1.417
H 0.692 -4.139 1.278
H 1.759 -2.869 -2.673


What did the second record say?
57
Properties=species:S:1:pos:R:3 method="wB97M-V/def2-TZVPD" energy_ev=-208434.32850 homo_lumo_gap_ev="4.143 / 4.147" charge=+4 e_homo_ev="-18.7 / -18.7" multiplicity=1
Re 1.173 0.088 -0.082
S 3.754 4.253 0.793
Sb 4.352 2.700 -0.568
S 2.798 0.138 1.175
S 1.281 1.662 -1.440
S 5.477 1.493 -1.946
C -2.511 2.604 -0.824
N -2.055 2.909 0.532
C -1.380 2.118 1.367
Se -0.937 0.277 1.137
N -1.229 2.745 2.541
C -1.824 3.998 2.477
C -1.964 5.014 3.421
C -2.653 6.127 3.003
C -3.185 6.236 1.697
C -3.047 5.233 0.766
C -2.348 4.103 1.189
H -2.138 1.630 -1.126
H -2.148 3.369 -1.508
H -3.600 2.592 -0.844
H -0.811 2.335 3.364
H -1.572 4.930 4.425
H -2.803 6.945 3.695
H -3.726 7.133 1.428
H -3.471 5.321 -0.225
C -1.616 -6.384 0.025
C -1.117 -5.998 1.263
C -0.396 -4.819 1.381
C -0.164 -4.073 0.223
C -0.669 -4.430 -1.025
C -1.392 -5.610 -1.109
As 0.962 -2.548 0.501
C 2.847 -3.067 0.495
C 3.511 -3.709 1.508
C 4.857 -4.057 1.305
C 5.500 -3.754 0.114
C 4.816 -3.101 -0.905
C 3.477 -2.744 -0.728
C 2.636 -2.126 -1.727
C 2.904 -1.991 -3.090
C 1.889 -1.641 -3.958
C 0.560 -1.392 -3.522
C 0.259 -1.445 -2.196
C 1.314 -1.751 -1.237
H -2.189 -7.299 -0.058
H -1.292 -6.601 2.144
H -0.031 -4.512 2.353
H -0.488 -3.853 -1.920
H -1.771 -5.926 -2.072
H 3.028 -3.964 2.442
H 5.394 -4.571 2.092
H 6.532 -4.043 -0.029
H 5.318 -2.903 -1.844
H 3.875 -2.257 -3.487
H 2.100 -1.601 -5.021
H -0.214 -1.196 -4.253
H -0.764 -1.311 -1.857